Entry 1:
C3H12NO4 | ωB97M-V/def2-TZVPD

The net charge is -1. Its energy relative to the best compared isomer or geometry (same formula, charge and spin) is 29.52 kcal/mol. The frontier orbital gap is 7.8399 eV. The highest occupied orbital energy is -4.015 eV. The total energy comes out at -12985.6159 eV.

Cartesian coordinates (Å):
1 N -1.26 -0.78 -1.44
2 C -1.30 0.38 -0.52
3 C -0.92 1.61 -1.33
4 O 0.38 1.42 -1.97
5 C -0.52 -0.04 0.85
6 O 0.18 -1.18 0.77
7 H -0.33 -1.14 -1.60
8 H -1.66 -1.55 -0.91
9 H -2.38 0.37 -0.26
10 H -1.53 1.52 -2.23
11 H -0.84 2.47 -0.70
12 H 0.91 0.78 -1.49
13 H 0.14 0.77 1.25
14 H -1.39 -0.17 1.56
15 H 2.47 -1.06 -0.99
16 H 1.60 -1.20 0.28
17 O 2.58 -1.13 -0.05
18 H 0.49 -0.25 2.83
19 H 2.04 -0.52 2.65
20 O 1.34 -0.30 3.28

Entry 2:
C3H12NO4 | ωB97M-V/def2-TZVPD

The net charge is -1. Its energy relative to the best compared isomer or geometry (same formula, charge and spin) is 23.67 kcal/mol. The frontier orbital gap is 8.5223 eV. The highest occupied orbital energy is -4.645 eV. The total energy comes out at -12985.8698 eV.

Cartesian coordinates (Å):
1 C 0.34 -1.46 -0.73
2 C 1.71 -0.91 -1.12
3 O 1.85 0.41 -0.47
4 N -0.73 -0.61 -1.23
5 C -1.68 -0.26 -0.14
6 O -1.10 0.46 0.89
7 H 0.36 -1.80 0.32
8 H 0.27 -2.45 -1.21
9 H 2.54 -1.38 -0.56
10 H 1.78 -0.88 -2.21
11 H 0.99 0.50 0.01
12 H -0.41 0.28 -1.61
13 H -2.51 0.31 -0.60
14 H -1.98 -1.29 0.13
15 H -0.42 -0.73 1.91
16 H 0.20 0.32 2.63
17 O 0.20 -0.64 2.71
18 H 0.20 2.34 -0.67
19 H -0.91 1.75 0.27
20 O -0.70 2.56 -0.42

Question: Which value of frontier orbital gap does entry 1 give?
Answer: 7.8399 eV

Question: Look up the net charge of the second one.
Answer: -1